Below is the ion C5H8N with charge +1, with properties calculated with wB97M-V/def2-TZVPD.

CARTESIAN COORDINATES (ANGSTROEM)
N (0.643, -0.670, -0.414)
C (1.391, -1.610, -0.888)
C (-1.355, 0.573, 0.077)
C (0.893, 0.212, 0.594)
C (-0.196, 1.101, 0.914)
C (-0.642, -0.475, -0.727)
H (1.807, 0.351, 0.966)
H (-1.242, -0.998, -1.414)
H (-1.803, 1.468, -0.398)
H (-0.166, 1.380, 1.924)
H (0.995, -2.336, -1.458)
H (2.422, -1.627, -0.476)
H (0.016, 1.924, 0.305)
H (-2.142, 0.048, 0.611)

## Properties
**HOMO level (spin up / spin down)**: -13.30 / -13.06 eV
**Net charge**: +1
**Relative energy (zero: lowest compared OMol25 entry of this formula, charge and spin)**: 108.26 kcal/mol